# 1
The following is a DFT calculation (ωB97M-V/def2-TZVPD) of 3 unconnected molecules or ions with the total composition C28H49FIN5O8.

Calculated values
LUMO ... -0.61 eV
SMILES ... C[C@H](I)Cc1c(CCC(N)=O)c(CC(N)(N)N)c(COCOCCO)c2c1C(=O)N(F)C2=O.CCOCC.CCOCC
M ... 729.63 g/mol
HOMO level ... -9.35 eV
Frontier orbital gap ... 8.74 eV
Total charge ... 0

Geometry (Å):
C 6.383 0.676 -0.378
C 5.621 -0.541 -0.916
I 6.764 -1.486 -2.489
C 4.203 -0.194 -1.421
C 3.178 -0.406 -0.334
C 2.779 -1.694 0.079
C 3.406 -2.882 -0.628
C 2.470 -3.842 -1.377
C 1.525 -3.160 -2.344
N 0.991 -4.022 -3.321
O 1.292 -1.978 -2.329
C 1.835 -1.852 1.111
C 1.465 -3.203 1.674
C 2.548 -3.878 2.591
N 3.131 -5.091 1.995
N 1.840 -4.214 3.829
N 3.579 -2.939 2.969
C 1.227 -0.729 1.701
C 0.181 -0.876 2.784
O -0.972 -1.538 2.263
C -2.038 -0.656 2.065
O -3.040 -1.404 1.447
C -4.332 -0.836 1.604
C -5.201 -1.400 0.491
O -6.587 -1.325 0.795
C 1.616 0.527 1.274
C 2.591 0.685 0.282
C 2.825 2.138 0.069
O 3.552 2.736 -0.668
N 1.901 2.793 0.938
F 2.457 3.845 1.628
C 1.174 1.868 1.738
O 0.350 2.202 2.541
H 5.696 1.481 -0.120
H 7.110 1.062 -1.090
H 6.942 0.408 0.521
H 5.578 -1.296 -0.134
H 3.949 -0.799 -2.290
H 4.210 0.845 -1.737
H 3.955 -3.472 0.112
H 4.150 -2.560 -1.350
H 3.083 -4.525 -1.970
H 1.910 -4.491 -0.702
H 0.361 -4.712 -2.927
H 0.467 -3.463 -3.987
H 1.137 -3.873 0.882
H 0.605 -3.086 2.322
H 4.059 -4.961 1.623
H 2.531 -5.534 1.315
H 2.510 -4.556 4.508
H 1.179 -4.957 3.645
H 3.892 -3.069 3.919
H 4.361 -2.903 2.333
H -0.093 0.107 3.159
H 0.573 -1.462 3.617
H -1.732 0.168 1.399
H -2.388 -0.238 3.021
H -4.267 0.252 1.508
H -4.760 -1.105 2.577
H -5.057 -0.829 -0.426
H -4.910 -2.435 0.284
H -6.777 -1.948 1.503
C -5.580 0.745 -5.223
C -5.211 1.362 -3.885
O -4.858 0.417 -2.891
C -3.743 -0.405 -3.179
C -2.445 0.353 -3.397
H -6.389 0.023 -5.101
H -5.910 1.524 -5.911
H -4.736 0.232 -5.686
H -6.071 1.891 -3.475
H -4.414 2.103 -4.012
H -3.953 -1.060 -4.033
H -3.638 -1.051 -2.306
H -2.485 0.989 -4.283
H -1.621 -0.349 -3.531
H -2.225 0.989 -2.538
C -0.116 5.221 0.235
C -0.973 6.473 0.282
O -2.366 6.216 0.324
C -2.819 5.454 1.429
C -2.539 6.089 2.781
H -0.399 4.596 -0.614
H 0.936 5.489 0.133
H -0.217 4.623 1.141
H -0.822 7.061 -0.624
H -0.673 7.107 1.124
H -2.405 4.439 1.395
H -3.896 5.362 1.284
H -1.470 6.167 2.982
H -2.980 5.483 3.573
H -2.966 7.092 2.828

Results of the Löwdin charge analysis, in e, for atoms 1 through 6:
1 C -0.148
2 C -0.743
3 I 0.820
4 C -0.202
5 C -0.086
6 C -0.090

# 2
The following is a DFT calculation (ωB97M-V/def2-TZVPD) of a molecular structure, C28H49N8O4PSSi2 in a non-equilibrium geometry.

Calculated values
LUMO ... 0.48 eV
Relative energy (zero: lowest compared OMol25 entry of this formula, charge and spin) ... 308.9 kJ/mol
M ... 680.97 g/mol
HOMO level ... -8.09 eV
Frontier orbital gap ... 8.58 eV
Total charge ... 0

Geometry (Å):
C -0.400 0.459 1.505
C 1.087 0.063 1.246
C 1.773 -0.881 2.317
N 1.817 0.434 0.241
Si 1.198 -0.060 -1.326
C 2.659 -0.278 -2.531
C 4.084 -0.280 -1.782
N 4.725 1.059 -1.765
O 0.089 -1.360 -1.300
Si 0.793 -2.887 -1.032
N 0.414 -3.894 -2.423
N 2.522 -2.844 -0.577
C 3.052 -3.808 -1.136
O 3.431 -4.776 -1.656
C -0.120 -3.650 0.468
C -1.235 -3.000 1.177
C -1.829 -3.666 2.344
C -1.293 -4.963 2.788
C -0.196 -5.647 2.093
C 0.396 -4.973 0.917
P 0.022 1.695 -2.121
O 0.756 3.151 -1.749
O 0.093 1.536 -3.824
S -1.866 1.620 -1.662
H -0.712 0.025 2.501
H -0.569 1.571 1.599
H -1.129 0.098 0.734
H 1.596 -0.489 3.363
H 2.884 -0.851 2.114
H 1.462 -1.954 2.209
H 2.696 0.626 -3.212
H 2.620 -1.239 -3.119
H 4.781 -1.032 -2.256
H 3.967 -0.626 -0.711
H 4.808 1.385 -0.793
H 5.702 0.882 -2.027
H 0.910 -3.619 -3.273
H 0.495 -4.894 -2.231
H -1.581 -2.007 0.811
H -2.665 -3.144 2.873
H -1.757 -5.426 3.697
H 0.238 -6.627 2.390
H 1.256 -5.445 0.379
H 0.319 3.840 -2.289
H 0.205 0.589 -4.048
C -6.409 3.010 1.284
C -6.138 2.196 0.023
C -5.923 0.707 0.309
C -4.748 0.527 1.202
N -3.837 0.394 1.890
H -5.561 2.981 1.971
H -6.584 4.057 1.030
H -7.291 2.636 1.810
H -5.259 2.606 -0.482
H -6.983 2.308 -0.661
H -5.748 0.167 -0.622
H -6.805 0.277 0.787
C -0.759 4.028 6.235
C -0.652 4.253 4.731
C -0.197 3.004 3.972
C 1.151 2.584 4.443
N 2.192 2.261 4.807
H 0.209 3.776 6.673
H -1.113 4.934 6.731
H -1.460 3.220 6.462
H 0.045 5.075 4.543
H -1.627 4.566 4.348
H -0.150 3.212 2.902
H -0.901 2.183 4.126
C -5.581 -1.542 -4.018
C -6.876 -2.321 -4.223
C -8.057 -1.728 -3.450
C -7.770 -1.741 -1.990
N -7.545 -1.755 -0.864
H -5.263 -1.558 -2.973
H -4.775 -1.982 -4.608
H -5.697 -0.500 -4.326
H -6.718 -3.359 -3.917
H -7.119 -2.334 -5.288
H -8.961 -2.310 -3.639
H -8.245 -0.699 -3.767
C 8.857 3.146 -0.763
C 9.899 2.066 -1.034
C 9.369 0.936 -1.920
C 8.215 0.269 -1.259
N 7.324 -0.246 -0.745
H 7.998 2.749 -0.218
H 9.286 3.944 -0.153
H 8.498 3.588 -1.697
H 10.243 1.658 -0.080
H 10.766 2.522 -1.519
H 10.152 0.197 -2.096
H 9.048 1.326 -2.888

Results of the Löwdin charge analysis, in e, for atoms 1 through 6:
1 C -0.080
2 C -0.388
3 C -0.037
4 N 0.021
5 Si 0.322
6 C -0.240

# 3
The following is a DFT calculation (ωB97M-V/def2-TZVPD) of a molecular structure, C28H50AsN2O6PdSi3.

Calculated values
LUMO (spin up / spin down) ... -8.65 / -11.58 eV
Multiplicity ... 5
Relative energy (zero: lowest compared OMol25 entry of this formula, charge and spin) ... 0.0 kJ/mol
M ... 776.32 g/mol
HOMO level (spin up / spin down) ... -16.26 / -16.26 eV
Frontier orbital gap (spin up / spin down) ... 7.61 / 4.68 eV
Total charge ... +3
⟨S²⟩ ... 6.0125

Geometry (Å):
Pd -0.105 -0.647 -0.317
O -0.429 5.419 0.368
C -1.392 4.758 0.987
O -2.193 5.276 1.706
C -1.488 3.261 0.793
C -2.457 2.548 1.472
N -2.325 1.259 1.129
N -1.337 1.075 0.246
C -0.816 2.288 0.038
C 0.323 2.426 -0.900
O 0.932 3.451 -1.049
O 0.614 1.303 -1.576
H 0.153 4.841 -0.158
H -3.212 2.905 2.155
H -2.891 0.484 1.435
C -4.081 -3.403 -3.908
Si -2.924 -2.015 -4.276
C -3.738 -0.372 -4.474
C -1.542 -2.366 -5.443
As -1.734 -1.461 -2.004
Si -1.091 -4.313 -1.195
C 0.281 -4.327 0.022
C -2.789 -4.613 -0.573
C -0.628 -4.914 -2.864
Si 1.784 1.415 -2.929
C 3.463 1.470 -2.169
C 1.375 -0.191 -3.785
C 1.329 2.841 -4.001
H -4.666 -3.548 -4.825
H -4.791 -3.154 -3.119
H -3.602 -4.356 -3.693
H -4.289 -0.403 -5.422
H -3.026 0.452 -4.543
H -4.460 -0.163 -3.685
H -2.011 -2.492 -6.427
H -0.994 -3.281 -5.231
H -0.843 -1.534 -5.528
H 0.263 -3.525 0.758
H 1.250 -4.345 -0.474
H 0.167 -5.278 0.561
H -3.079 -3.956 0.246
H -2.770 -5.637 -0.170
H -3.548 -4.578 -1.352
H 0.212 -4.366 -3.295
H -1.450 -4.953 -3.574
H -0.280 -5.945 -2.702
H 4.224 1.352 -2.945
H 3.612 0.676 -1.436
H 3.636 2.432 -1.684
H 1.362 -1.052 -3.114
H 2.096 -0.395 -4.580
H 0.392 -0.102 -4.256
H 1.655 3.794 -3.588
H 0.253 2.893 -4.182
H 1.812 2.712 -4.974
C -0.155 -1.618 4.011
C -1.630 -1.928 3.752
C -1.667 -2.198 2.252
O -0.499 -1.529 1.698
C 0.220 -0.839 2.772
H 0.433 -2.534 4.077
H 0.001 -1.043 4.921
H -2.250 -1.068 4.008
H -1.993 -2.780 4.324
H -2.564 -1.811 1.761
H -1.576 -3.262 2.025
H -0.131 0.196 2.819
H 1.276 -0.859 2.512
C 8.379 -2.148 -0.599
C 6.890 -2.128 -0.692
C 6.223 -2.760 -1.744
C 4.849 -2.752 -1.838
C 4.209 -3.462 -3.005
C 4.093 -2.070 -0.834
C 2.691 -2.036 -1.000
O 1.856 -1.442 -0.274
C 4.762 -1.431 0.254
C 4.031 -0.729 1.360
C 6.137 -1.476 0.293
H 8.836 -2.634 -1.457
H 8.687 -2.677 0.306
H 8.768 -1.132 -0.518
H 6.805 -3.269 -2.501
H 4.975 -3.908 -3.633
H 3.631 -2.780 -3.633
H 3.551 -4.270 -2.677
H 2.298 -2.582 -1.865
H 3.335 -1.410 1.852
H 3.452 0.117 0.984
H 4.737 -0.361 2.101
H 6.658 -0.996 1.113

Results of the Löwdin charge analysis, in e, for atoms 1 through 6:
1 Pd 0.786
2 O 0.175
3 C -0.473
4 O 0.166
5 C -0.003
6 C 0.055

Number 1: electronic energy -64476.584 eV. Number 2: electronic energy -85825.564 eV. Number 3: electronic energy -133040.195 eV.